C11H20S | wB97M-V/def2-TZVPD

```
32
Properties=species:S:1:pos:R:3:forces:R:3:nbo_charge:R:1
C -1.14995 -1.73659 -0.59053 1.70 2.74 1.01 0.18
C -0.47766 -2.17568 -1.61746 -2.83 -2.70 0.77 -0.48
C -1.66370 -1.23242 0.66479 0.52 -0.89 1.38 -0.34
C -0.72480 -0.01778 0.55442 -1.53 -1.76 -1.44 -0.20
C -3.15361 -1.13634 0.91913 -2.47 2.67 -0.26 -0.63
C -1.23135 2.51090 0.76852 -3.68 0.05 0.26 -0.59
C -0.39978 1.65282 -1.32741 0.28 -2.24 -1.11 -0.61
C 3.10302 0.82382 0.17786 -3.96 0.88 -0.10 -0.63
C 2.89478 -1.65825 0.24411 0.00 2.92 1.81 -0.61
C -1.24296 1.21264 -0.08601 0.05 2.38 -1.73 -0.30
C 2.10431 -0.37404 0.04920 1.36 0.29 1.47 -0.27
S 0.79627 -0.05835 1.38137 0.52 -0.59 -0.58 0.21
H 0.19523 -1.77343 -2.30198 1.22 1.01 -0.57 0.22
H -0.86927 -3.20980 -1.88595 0.65 1.03 -0.14 0.22
H -1.15842 -1.77572 1.45754 -0.30 -0.65 0.15 0.26
H -3.73667 -0.86964 -0.01897 0.90 -0.23 0.83 0.21
H -3.36891 -0.24310 1.60232 0.58 -0.95 -0.82 0.22
H -3.81737 -1.89377 1.37919 1.36 -0.51 -0.23 0.24
H -0.40983 2.58178 1.40229 1.97 0.58 0.53 0.22
H -2.06389 2.38039 1.52149 0.52 0.31 -0.59 0.20
H -1.51927 3.46954 0.16887 0.91 -1.83 1.04 0.21
H 0.64643 1.35532 -1.12640 -0.43 0.61 -0.08 0.20
H -0.45897 2.68624 -1.57825 0.00 0.90 0.20 0.20
H -0.62508 1.14359 -2.30650 -0.15 -0.01 1.00 0.20
H 2.45716 1.72320 -0.06394 1.05 -0.60 0.58 0.21
H 3.24218 0.76024 1.22688 0.76 0.77 1.13 0.21
H 4.01848 0.94506 -0.32575 1.08 -0.72 -0.99 0.21
H 3.24217 -1.76999 1.25532 0.06 -0.07 0.60 0.20
H 3.73213 -1.47846 -0.33737 1.88 -0.32 -1.36 0.20
H 2.38415 -2.47332 -0.04143 -1.78 -3.04 -1.02 0.21
H -2.31871 1.10197 -0.31838 0.55 -0.33 -0.35 0.21
H 1.57389 -0.47083 -0.84695 -0.78 0.29 -1.41 0.20
```
Positions in Å, forces in eV/Å.

ΔE to the lowest compared entry with this formula, charge and spin = 113.0 kcal/mol
DFT total energy = -829.108428 hartree
LUMO energy = 0.68 eV
Kohn-Sham gap = 8.02 eV

C9H28NO4P3Ta | wB97M-V/def2-TZVPD

```
46
Properties=species:S:1:pos:R:3:forces:R:3:nbo_charge:R:1
C 5.19101 0.20111 0.64466 -0.31 0.66 0.50 -0.63
C 4.61287 1.47000 1.36326 0.02 -1.45 -0.44 -0.06
O 3.25038 1.20301 1.70514 0.48 0.52 -0.76 -0.55
C 2.39583 1.54507 0.59794 -0.89 0.46 1.19 -0.07
C 0.93626 1.22070 1.04299 -0.39 -0.50 -0.27 -0.99
Ta -0.22890 -0.22707 -0.32179 0.09 2.72 -0.21 1.82
C -1.87350 1.40190 -0.64802 0.16 -1.52 0.21 -0.91
C -2.80107 1.64049 0.59885 -0.23 0.54 -1.17 -0.40
C -4.12447 0.82207 0.61958 -0.30 -0.41 1.78 -0.21
C -5.08122 1.54635 1.64602 0.52 -0.62 -0.68 -0.61
C -3.93520 -0.62124 1.20870 0.53 0.99 0.16 -0.61
P 1.35775 -2.24460 0.07757 -0.63 -0.02 -0.06 -0.44
P 2.76473 -2.54455 -1.54927 2.27 -2.18 -0.08 2.02
O 4.12375 -2.88584 -0.95508 -1.86 1.12 -1.03 -1.12
O 2.84585 -1.29414 -2.63522 -0.44 -1.88 0.80 -0.97
O 2.27865 -3.90673 -2.40831 -0.38 2.19 0.58 -0.98
P -1.75833 -1.71680 -1.87029 -0.30 0.33 0.14 0.68
N -1.42845 -1.36952 -3.41209 0.12 -0.43 0.40 -1.30
H 4.70264 0.00069 -0.32080 0.26 0.19 0.26 0.20
H 4.94368 -0.65863 1.29100 0.41 0.27 -0.32 0.23
H 6.27917 0.31328 0.49486 -0.42 -0.25 0.02 0.20
H 5.17612 1.60041 2.30360 -0.30 0.24 -0.36 0.18
H 4.66782 2.36612 0.71352 0.16 -0.23 0.42 0.16
H 2.47776 2.64949 0.47363 0.02 -0.53 -0.33 0.16
H 2.71516 1.05851 -0.34107 -0.05 0.01 0.36 0.16
H 0.97279 0.76015 2.05388 0.08 0.36 -0.50 0.25
H 0.35604 2.16050 1.12571 0.23 -0.39 0.09 0.22
H 0.73660 0.36736 -1.79798 0.39 -0.06 0.23 -0.47
H -1.15423 -0.76808 1.20712 0.50 -0.37 0.02 -0.46
H -1.32212 2.33143 -0.88657 -0.11 -0.43 -0.02 0.22
H -2.47522 1.09479 -1.53252 0.21 0.53 0.43 0.22
H -3.11120 2.71260 0.55895 0.12 -0.50 0.08 0.18
H -2.24572 1.53735 1.55204 -0.36 -0.21 -0.37 0.21
H -4.63011 0.75148 -0.35804 0.44 0.24 0.17 0.20
H -5.88867 0.84504 1.93314 0.18 0.59 -0.11 0.20
H -5.48374 2.47557 1.20963 0.07 -0.30 0.36 0.20
H -4.46968 1.76422 2.54135 -0.45 0.07 -0.28 0.20
H -3.24932 -1.22151 0.59606 -0.50 -0.01 0.23 0.23
H -3.42571 -0.47347 2.18457 -0.22 -0.27 -0.43 0.20
H -4.89848 -1.11629 1.42248 0.36 0.09 -0.43 0.19
H 0.50764 -3.40061 0.09188 0.59 0.24 -0.39 0.07
H 3.19134 -0.51593 -2.19108 0.02 0.29 0.10 0.50
H 2.98096 -4.15938 -3.01265 0.32 -0.04 -0.07 0.49
H -1.62094 -3.11794 -1.56030 -0.53 0.40 -0.03 -0.06
H -3.12507 -1.36418 -1.59421 0.03 -0.68 0.01 -0.10
H -1.13342 -2.23320 -3.86283 0.10 0.22 -0.21 0.35
```
Positions in Å, forces in eV/Å.

DFT total energy = -1796.388893 hartree
net charge = -1
LUMO energy = 2.14 eV
Kohn-Sham gap = 6.28 eV

C5H7FS | wB97M-V/def2-TZVPD

```
14
Properties=species:S:1:pos:R:3:forces:R:3:nbo_charge:R:1
F -3.25068 -0.22881 -0.01237 1.22 -0.18 -1.83 -0.37
C -2.01306 0.22276 -0.54780 -0.60 0.85 5.06 0.21
C -1.31628 0.87866 0.51913 -2.11 0.27 -1.94 -0.48
S -0.01853 1.82887 -0.21272 0.59 0.47 -0.09 0.24
C 1.38148 0.70885 -0.16664 -1.65 -2.97 1.25 -0.38
C 1.13429 -0.62131 0.67313 1.52 1.05 4.75 -0.40
C 1.18325 -0.73286 -0.67977 -2.24 -0.61 -4.42 -0.44
H -1.78038 -0.09932 -1.63609 -0.42 0.95 2.25 0.24
H -1.73654 1.24230 1.69537 1.05 -1.77 -4.00 0.28
H 2.35064 1.16320 -0.01572 -0.03 -0.22 -0.22 0.25
H 1.94025 -0.94446 1.26294 1.47 -0.07 0.69 0.20
H 0.25694 -0.98702 1.17577 -0.67 0.90 0.22 0.22
H 0.08916 -1.00738 -0.79986 1.17 0.87 -1.60 0.21
H 1.77947 -1.42349 -1.25538 0.70 0.46 -0.13 0.22
```
Positions in Å, forces in eV/Å.

ΔE to the lowest compared entry with this formula, charge and spin = 99.8 kcal/mol
DFT total energy = -692.589128 hartree
LUMO energy = 0.54 eV
Kohn-Sham gap = 8.97 eV

C3H3NO2S2 | wB97M-V/def2-TZVPD

```
11
Properties=species:S:1:pos:R:3:forces:R:3:nbo_charge:R:1
O 2.74833 0.58191 -0.36484 -0.10 -0.46 0.09 -0.56
C 2.21706 -0.43040 -0.01140 0.01 0.02 0.19 0.64
O 0.87736 -0.60035 0.09621 -0.04 0.43 -0.17 -0.33
N 0.17896 0.54780 -0.31526 0.38 0.02 -0.01 -0.30
C -1.12080 0.65906 -0.04414 -0.33 0.02 0.09 0.01
S -1.90936 2.09117 -0.22437 0.04 -0.17 0.03 -0.06
C -1.92060 -0.54475 0.33114 0.45 -0.06 -0.52 -0.35
S -1.86641 -1.96568 -0.41331 0.00 0.09 0.02 0.14
H 2.67687 -1.37904 0.31815 0.05 0.36 -0.20 0.15
H 0.76194 1.37369 -0.46364 -0.08 -0.38 0.05 0.44
H -2.64336 -0.33340 1.09146 -0.38 0.13 0.43 0.22
```
Positions in Å, forces in eV/Å.

ΔE to the lowest compared entry with this formula, charge and spin = 55.3 kcal/mol
DFT total energy = -1117.638014 hartree
LUMO energy = -1.38 eV
Kohn-Sham gap = 7.64 eV

C26H50FIN10O20P | wB97M-V/def2-TZVPD

```
109
Properties=species:S:1:pos:R:3:forces:R:3:lowdin_charge:R:1
C 7.07106 3.35286 1.42057 0.00 -0.71 -0.81 -0.10
C 6.81342 2.71049 0.00802 -0.97 -0.10 0.49 -0.24
C 5.94666 1.40992 0.08254 1.10 0.17 -1.26 -0.23
C 6.86763 0.14435 0.07119 -1.52 0.47 1.47 -0.19
C 6.12683 -1.02162 0.79670 0.79 -0.93 -0.49 -0.21
C 5.78275 -2.22663 -0.11750 -0.50 0.40 -0.22 -0.20
C 4.59657 -1.93915 -1.13890 0.91 -1.15 1.06 -0.18
C 3.40129 -2.76496 -0.61354 -1.20 1.16 -0.34 -0.22
C 2.07459 -2.60620 -1.47034 1.70 0.16 0.73 -0.16
C 1.43642 -1.19323 -1.28120 -0.22 -0.58 -0.19 -0.14
C 0.21980 -1.16725 -0.35034 -1.02 1.80 -1.60 -0.10
C 0.03891 -1.98787 0.73703 1.41 -1.04 -0.77 -0.19
N 1.01611 -2.96648 1.10776 -2.03 1.85 -0.41 0.21
C 1.45493 -2.67276 2.22350 -1.91 -2.14 -5.79 -0.32
O 1.94488 -2.72542 3.19414 3.53 0.70 7.35 0.35
N -1.04937 -1.93241 1.51968 0.37 -0.57 0.22 0.24
C -2.02341 -1.05988 1.33060 -0.62 0.64 -0.33 -0.28
O -3.05255 -1.12164 2.19831 0.41 0.18 0.51 0.10
C -1.95448 -0.15911 0.29674 -0.13 0.23 -0.83 -0.11
C -3.11978 0.82023 0.21378 -0.19 0.96 -0.62 -0.02
C -2.63348 2.25611 0.48566 -2.55 -1.10 -2.31 -0.56
O -1.86377 2.52931 1.28083 3.00 0.80 3.33 0.15
F -3.19693 3.24634 -0.23771 -0.50 -0.62 -0.34 0.09
C -0.82676 -0.19116 -0.59388 -0.92 0.17 1.82 -0.20
P -0.73360 1.03837 -2.03430 1.27 -0.73 -1.68 0.58
O -2.25925 1.41150 -2.57427 0.31 -0.26 1.38 -0.37
I 0.30680 3.07769 -1.12480 -0.39 -0.57 0.03 0.67
H 6.55993 2.74464 2.19066 0.43 0.27 -0.18 0.07
H 6.60119 4.34283 1.40935 0.44 -0.12 0.31 0.06
H 8.16598 3.40914 1.58510 -1.08 0.12 0.29 0.04
H 7.75664 2.47922 -0.51297 -0.35 0.22 0.12 0.10
H 6.23191 3.42963 -0.58567 0.46 -0.06 -0.03 0.09
H 5.32970 1.35091 -0.83563 -0.07 0.10 0.47 0.09
H 5.28012 1.44777 0.95765 0.27 -0.12 -0.24 0.09
H 7.74250 0.42890 0.67642 0.01 -0.35 -0.50 0.11
H 7.13857 -0.13382 -0.95863 0.12 0.19 0.42 0.12
H 6.79041 -1.41408 1.59081 -0.37 0.18 -0.21 0.11
H 5.19902 -0.68920 1.29553 0.33 0.05 -0.20 0.10
H 6.66249 -2.57522 -0.68066 -0.16 0.16 0.37 0.11
H 5.45460 -3.03961 0.55337 0.27 0.07 -0.38 0.09
H 4.44269 -0.84955 -1.14003 -0.32 -0.37 -0.25 0.09
H 4.87743 -2.29879 -2.14107 -0.14 0.35 0.22 0.11
H 3.65122 -3.83301 -0.50581 0.06 0.44 -0.15 0.12
H 3.16775 -2.36163 0.39256 0.37 -0.39 -0.38 0.08
H 1.39386 -3.42385 -1.18972 0.04 0.42 -0.39 0.10
H 2.40448 -2.74141 -2.51406 -0.53 0.10 0.27 0.12
H 2.13495 -0.41148 -0.92089 0.00 -0.58 -0.08 0.13
H 1.13638 -0.84663 -2.28821 -0.21 0.01 0.62 0.09
H -1.12052 -2.57906 2.30409 -0.05 0.01 -0.10 0.18
H -2.75160 -0.69930 3.02191 -0.46 -0.12 0.12 0.17
H -3.86564 0.61278 0.99565 0.33 0.00 -0.29 0.14
H -3.65292 0.81204 -0.74511 0.21 -0.19 0.34 0.12
H -2.77810 0.59076 -2.63148 0.03 0.14 -0.40 0.05
C -5.67936 -2.99771 1.87200 0.00 -0.03 0.20 0.05
N -6.12486 -3.70664 0.64278 0.05 0.00 0.12 -0.44
O -5.75679 -4.85476 0.49444 -0.04 0.10 -0.12 0.06
O -6.82610 -3.08330 -0.12713 0.03 -0.07 -0.01 0.06
H -5.06461 -3.67084 2.45729 -0.07 -0.08 -0.04 0.06
H -5.10877 -2.12947 1.55938 -0.18 0.06 -0.05 0.07
H -6.57045 -2.70507 2.42449 -0.02 0.06 -0.10 0.10
C 11.15992 6.21316 1.06233 0.26 -0.06 0.01 0.05
N 9.92208 5.38593 1.05324 0.23 -0.07 -0.01 -0.43
O 10.05686 4.17592 1.00898 0.13 0.28 -0.09 0.05
O 8.86842 5.98045 1.09042 0.01 -0.04 -0.04 0.08
H 12.01958 5.55300 1.02572 -0.09 -0.05 0.00 0.09
H 11.12875 6.85727 0.18796 -0.09 0.06 0.09 0.10
H 11.15743 6.79539 1.97962 -0.09 0.07 -0.08 0.10
C -10.17760 -1.62088 0.90757 -0.13 0.12 -0.15 0.05
N -10.00586 -1.79501 2.37640 -0.12 0.08 -0.12 -0.45
O -10.62879 -1.05949 3.10556 0.12 -0.10 0.07 0.09
O -9.24376 -2.67416 2.73902 0.11 0.04 0.02 0.03
H -10.87768 -0.81108 0.73372 0.00 -0.02 0.11 0.10
H -9.20195 -1.38717 0.48912 0.01 -0.17 0.01 0.09
H -10.56110 -2.55662 0.50991 0.13 -0.03 0.01 0.11
C -2.07149 -5.69821 2.25156 -0.16 -0.23 -0.12 0.06
N -2.69421 -5.17521 3.50309 -0.05 -0.23 -0.25 -0.44
O -3.90038 -5.24752 3.58914 0.13 0.11 0.23 0.07
O -1.94309 -4.71584 4.34229 -0.07 0.21 -0.14 0.06
H -2.85693 -6.07233 1.60260 -0.04 0.06 0.08 0.10
H -1.53895 -4.87715 1.77839 0.12 -0.07 0.05 0.07
H -1.38958 -6.49584 2.53375 0.09 0.12 0.02 0.11
C -8.10170 -6.14522 2.36327 0.27 0.04 0.04 0.03
N -9.04874 -7.28933 2.45917 0.04 -0.05 0.01 -0.45
O -8.57531 -8.40625 2.49389 -0.09 0.06 0.00 0.07
O -10.23047 -7.01861 2.49546 0.07 -0.03 -0.02 0.07
H -7.08862 -6.53208 2.33947 -0.07 -0.09 -0.02 0.09
H -8.33010 -5.60591 1.44786 -0.11 0.03 0.08 0.09
H -8.25495 -5.51791 3.23804 -0.14 0.05 -0.09 0.10
C -2.75948 6.53238 -0.72068 -0.15 -0.02 0.13 0.04
N -2.22321 7.44658 -1.76638 -0.07 0.04 0.05 -0.45
O -2.86059 8.44159 -2.02025 0.10 -0.02 -0.07 0.09
O -1.17392 7.12285 -2.29401 -0.04 -0.03 0.05 0.04
H -3.68926 6.94208 -0.34130 0.05 0.08 -0.08 0.10
H -2.92472 5.56530 -1.18640 0.14 0.00 0.02 0.08
H -2.01562 6.46672 0.06910 0.05 -0.09 -0.09 0.10
C -2.24807 0.36732 -6.49372 -0.24 0.09 -0.01 0.05
N -1.59870 -0.70121 -5.68476 -0.19 0.14 -0.07 -0.45
O -2.26642 -1.22543 -4.80655 0.20 0.07 0.13 0.03
O -0.45416 -0.97275 -5.95656 -0.02 -0.09 0.16 0.08
H -3.26433 0.50226 -6.14021 0.04 -0.08 0.03 0.09
H -1.66785 1.27642 -6.36034 0.09 -0.07 -0.09 0.10
H -2.23915 0.04351 -7.53079 0.13 0.05 0.02 0.11
C 2.05541 6.11650 -2.83691 -0.25 0.01 -0.12 0.02
N 3.29627 6.13709 -2.03064 0.02 -0.02 0.02 -0.45
O 3.22259 5.69978 -0.89713 0.12 -0.07 0.07 0.04
O 4.28972 6.58615 -2.55383 0.02 -0.04 0.10 0.08
H 1.27267 5.68958 -2.22542 -0.08 0.11 -0.02 0.00
H 1.82199 7.14184 -3.11005 0.03 -0.04 -0.07 0.11
H 2.23942 5.50808 -3.71866 0.07 0.12 -0.03 0.10
```
Positions in Å, forces in eV/Å.

ΔE to the lowest compared entry with this formula, charge and spin = 0.0 kcal/mol
DFT total energy = -3810.938773 hartree
net charge = +1
LUMO energy = -5.12 eV
Kohn-Sham gap = 6.70 eV